ORCA calculation (wB97M-V/def2-TZVPD) on C25H41BrCoN2P2 as an isolated structure at a distorted geometry.

Net charge   +2
Gap between HOMO and LUMO (alpha / beta)   0.2555 / 0.1891 Ha
<S²>   3.8036
2S+1   4
E_LUMO (alpha / beta)   -7.1 / -8.9 eV

Cartesian coordinates (Å):
C  -5.765  -4.849  -0.175
C  -6.187  -3.905  -1.139
C  -7.380  -4.141  -1.844
C  -7.976  -5.406  -1.704
N  -7.503  -6.340  -0.874
C  -6.446  -6.070  -0.103
C  -5.304  -2.823  -1.475
C  -3.953  -2.760  -1.520
C  -2.664  -3.278  -1.476
C  -1.903  -3.071  -0.315
C  -0.528  -2.866  -0.455
C  0.028  -2.851  -1.748
C  -0.699  -3.320  -2.855
C  -2.059  -3.593  -2.708
Co  -4.694  -1.210  -2.013
P  -2.496  1.532  0.739
H  -7.797  -3.396  -2.512
H  -4.926  -4.657  0.488
H  -8.869  -5.669  -2.291
H  -6.119  -6.850  0.600
H  -2.644  -3.947  -3.552
H  -2.429  -2.964  0.630
H  -0.208  -3.425  -3.813
H  0.101  -2.675  0.412
C  -1.498  3.109  0.609
C  -2.172  4.463  0.782
H  -1.025  3.058  -0.384
H  -0.689  2.987  1.346
H  -1.411  5.242  0.645
H  -2.962  4.648  0.044
H  -2.591  4.598  1.787
C  -4.224  2.207  0.751
C  -5.260  1.104  0.967
H  -4.378  2.682  -0.230
H  -4.301  2.990  1.518
H  -6.176  1.347  0.416
H  -4.911  0.120  0.603
H  -5.531  1.000  2.025
C  -2.294  1.181  2.554
C  -2.564  2.311  3.546
H  -1.255  0.833  2.657
H  -2.950  0.322  2.766
H  -2.459  1.910  4.562
H  -1.849  3.135  3.448
H  -3.579  2.718  3.468
Br  1.752  -2.187  -2.037
P  -2.598  1.185  -3.951
C  -3.059  2.390  -2.630
C  -3.076  3.834  -3.139
H  -2.340  2.280  -1.800
H  -4.050  2.108  -2.247
H  -3.451  4.511  -2.360
H  -2.072  4.178  -3.425
H  -3.733  3.937  -4.012
C  -0.774  0.956  -3.647
C  0.110  1.037  -4.903
H  -0.634  -0.029  -3.166
H  -0.466  1.744  -2.938
H  1.166  0.999  -4.597
H  -0.075  0.188  -5.577
H  -0.044  1.973  -5.460
C  -3.353  -0.449  -3.501
C  -4.452  -0.735  -4.521
H  -3.666  -0.065  -2.410
H  -2.567  -1.214  -3.501
H  -5.084  -1.624  -4.302
H  -5.099  0.147  -4.692
H  -3.931  -0.941  -5.469
N  -0.230  0.439  0.084
H  -0.097  -0.377  0.677
H  0.607  1.024  0.150
H  -0.346  0.140  -0.886